C24H41GeN2O2S3Si3Tc | ωB97M-V/def2-TZVPD

Computed properties:
Charge = -1
Multiplicity = 2
Lowest unoccupied orbital energy (alpha / beta) = 2.587 / 2.588 eV
Orbital gap (alpha / beta) = 6.63 / 6.29 eV
HOMO energy (alpha / beta) = -0.149 / -0.136 hartree
Total energy = -147485.8686 eV

```
77
Properties=species:S:1:pos:R:3:lowdin_charge:R:1
Tc 1.27754 -0.95231 0.21254 0.727
C 0.80047 2.88351 -2.31013 -0.224
Si -0.80928 1.96469 -1.99851 0.297
H -3.18055 3.29849 0.50234 -0.013
H 1.25134 3.26884 -1.38610 0.022
N 0.66279 -3.80693 -0.27776 -0.172
H 4.99653 5.17035 0.89143 0.093
H -0.83621 -1.90773 2.25642 0.028
H -2.96452 -0.72514 2.44357 -0.003
C -1.19524 1.11960 -3.63671 -0.242
H 1.94399 -7.28799 -1.16835 0.103
Ge -0.83499 0.35082 -0.19594 0.539
H -2.20965 0.70306 -3.65697 -0.001
H -4.84071 -0.95354 -1.96347 0.027
C 4.10274 2.35836 -0.74003 -0.479
S 3.06882 -2.78228 0.30762 0.640
H -1.23197 -4.41237 -0.68310 0.121
C 0.08014 -1.89013 2.83540 -0.096
H -2.03099 -1.54952 -3.47511 0.010
C -0.20440 -4.75161 -0.65926 -0.031
C 2.44022 -5.32842 -0.53124 -0.101
C 1.13456 -1.05626 2.17003 -0.444
H -1.90343 -0.03417 3.67958 0.012
C 0.20804 -6.01107 -0.98510 -0.068
N 2.49554 0.70818 -0.29744 -0.177
H -3.54741 -3.28271 -0.30774 0.022
C -4.10010 -0.24573 -1.55695 -0.230
H -1.29656 2.97706 3.47450 0.026
H 3.15649 4.40246 2.36152 0.099
C 4.80697 3.52688 -0.46655 -0.101
C 2.89175 0.33833 -1.49590 -1.177
C 2.74683 2.64032 1.22740 -0.051
H -1.85056 3.97812 -0.95087 0.015
C -2.64455 0.21348 2.91109 -0.224
H 3.55221 -0.37324 1.77120 0.044
C 3.43356 3.81291 1.49561 -0.084
H -0.11328 -1.54108 3.85454 0.075
H 1.53494 2.23520 -2.80449 0.003
H -4.26000 1.94744 0.87830 0.015
H -3.89611 -1.99118 0.85661 0.015
O 0.10674 -2.64560 0.05186 -0.380
Si -2.51106 -1.13404 -1.04708 0.303
H -3.51822 0.65965 3.40911 0.025
H -3.09986 2.98487 -1.73461 0.015
H -0.48640 0.29922 -3.80630 0.008
H 3.08968 0.99515 2.79818 0.058
C -3.41333 2.53910 1.25321 -0.233
C -0.75877 2.51767 2.63438 -0.243
H -0.84546 -2.35111 -2.43396 0.006
S 4.21680 1.30410 -2.12006 1.003
H -3.92051 0.53378 -2.30999 0.005
C 2.00406 -4.01799 -0.19282 -0.654
H 0.46768 -2.91611 2.89895 0.086
C -2.07237 3.36023 -1.83175 -0.247
C 4.47033 4.25096 0.66470 -0.108
C 3.09823 1.88991 0.11292 -0.331
H 0.06736 1.91796 3.04253 0.011
H 3.97605 -0.37156 3.49774 0.091
H -1.10038 1.83393 -4.46681 0.029
H -2.29649 -2.76736 0.85143 -0.001
C 1.57445 -6.30029 -0.91552 -0.095
C -1.91295 -2.11272 -2.54209 -0.228
S 2.05364 -0.89329 -2.28382 0.531
C 3.22602 -0.08029 2.76612 -0.083
H -0.52106 -6.74732 -1.28929 0.099
Si -1.93568 1.43114 1.64589 0.297
H -4.54332 0.24166 -0.67719 0.009
H -0.32806 3.32021 2.01976 0.021
H 5.58634 3.87255 -1.13963 0.102
H 0.59910 3.73934 -2.97002 0.030
O 2.02146 -0.74865 3.13448 -0.160
H -2.02404 4.00898 -2.72114 0.025
H -2.47385 -3.05300 -2.63568 0.022
C -3.11393 -2.41549 0.21295 -0.238
H -3.73878 3.05182 2.17175 0.025
H 1.91913 2.30420 1.84520 0.086
H 3.50247 -5.51632 -0.47533 0.098
```